Entry 1:
Molecular formula: C6H10O
Method: DFT, ωB97M-V with the def2-TZVPD basis set

XYZ file:
```
17
Properties=species:S:1:pos:R:3:forces:R:3:mulliken_charge:R:1
C 0.2125 1.9733 0.4969 0.38 0.53 -0.65 -1.561
C 0.3765 0.5417 0.8707 0.37 0.47 0.79 0.606
C -0.9339 -0.1686 0.8288 -3.28 -0.06 -3.31 -0.953
C -1.2654 -1.0528 -0.8605 0.08 1.76 4.77 -0.475
C -0.0840 -1.4670 -1.1162 1.59 -1.23 -3.63 0.018
C 1.1498 -1.2121 -0.3954 -2.10 -3.31 4.86 -0.482
O 1.4440 0.0102 0.0857 0.67 2.10 -1.05 -0.406
H -0.5067 2.4871 1.1458 0.36 -0.05 -0.07 0.379
H -0.1359 2.0201 -0.5411 -0.01 0.14 0.12 0.349
H 1.2187 2.3954 0.5372 -0.25 0.54 0.04 0.359
H 0.7470 0.5303 1.9088 -0.06 -0.32 -0.06 0.253
H -1.7302 0.4851 0.4362 0.41 0.72 0.86 0.329
H -1.2849 -0.4472 1.8272 0.02 -1.15 -0.64 0.322
H -2.1756 -1.0246 -1.4356 -0.17 -0.12 0.45 0.407
H 0.1246 -2.1212 -1.9537 -0.35 0.06 -0.76 0.291
H 0.6409 -1.6625 0.6937 2.06 -0.69 -2.13 0.226
H 1.9630 -1.8068 -0.8130 0.27 0.59 0.44 0.340
```
Positions in Å, forces in eV/Å.

Computed properties:
HOMO ... -8.77 eV
DFT total energy ... -309.68213 Ha
Relative energy (zero: lowest compared OMol25 entry of this formula, charge and spin) ... 420.7 kJ/mol
Charge ... 0
Max |F| ... 6.24 eV/Å
HOMO-LUMO gap ... 9.88 eV


Entry 2:
Molecular formula: C6H10O
Method: DFT, ωB97M-V with the def2-TZVPD basis set

XYZ file:
```
17
Properties=species:S:1:pos:R:3:forces:R:3:mulliken_charge:R:1
C 1.6734 -0.5903 -0.2558 0.04 -0.02 -0.04 -1.689
C 0.5944 0.1058 0.5706 0.04 -0.01 0.06 0.491
C 0.1634 1.4510 -0.0721 0.02 0.01 0.01 -0.788
C -1.2433 1.1995 -0.5504 -0.05 -0.14 0.04 -0.333
C -1.7174 0.0256 -0.1420 0.03 0.15 -0.06 -0.559
C -0.7157 -0.7473 0.6790 -0.04 0.29 0.14 -0.199
O -0.5921 -2.1016 0.2801 0.02 -0.06 -0.27 -0.577
H 1.3556 -0.7109 -1.3003 0.03 0.01 0.13 0.402
H 2.5918 0.0067 -0.2625 -0.14 -0.07 0.00 0.418
H 1.9049 -1.5800 0.1466 -0.01 0.14 -0.06 0.363
H 0.9933 0.2776 1.5763 -0.06 -0.02 -0.14 0.308
H 0.8299 1.7498 -0.8930 -0.10 -0.05 0.13 0.320
H 0.1808 2.2739 0.6541 -0.01 -0.11 -0.09 0.291
H -1.7983 1.9279 -1.1367 0.07 -0.13 0.08 0.416
H -2.7119 -0.3662 -0.3389 0.14 0.07 0.02 0.425
H -1.0398 -0.8128 1.7235 0.03 0.04 -0.10 0.336
H -0.4693 -2.1088 -0.6785 0.00 -0.08 0.15 0.376
```
Positions in Å, forces in eV/Å.

Computed properties:
HOMO ... -9.46 eV
DFT total energy ... -309.83582 Ha
Relative energy (zero: lowest compared OMol25 entry of this formula, charge and spin) ... 17.2 kJ/mol
Charge ... 0
Max |F| ... 0.32 eV/Å
SMILES string ... C[C@H]1CC=C[C@H]1O
HOMO-LUMO gap ... 10.47 eV


Entry 3:
Molecular formula: C6H10O
Method: DFT, ωB97M-V with the def2-TZVPD basis set

XYZ file:
```
17
Properties=species:S:1:pos:R:3:forces:R:3:mulliken_charge:R:1
C -1.2551 -1.4853 0.0346 -0.13 0.06 -0.14 -1.329
C 0.0071 -0.8291 -0.5193 -0.02 -0.03 0.09 0.359
C 0.0871 0.5343 -1.2844 0.17 0.08 -0.29 -1.020
C 1.2850 0.9883 -0.2767 -0.02 -0.10 -0.51 -0.038
O 0.9818 2.0000 0.6749 -0.17 0.21 -0.10 -0.486
C 0.0001 1.0995 1.2081 -0.11 -0.36 0.52 -0.542
C 0.7941 -0.1546 0.5877 -0.11 0.09 0.28 -0.289
H -0.9531 -2.3168 0.6921 -0.06 0.20 -0.25 0.324
H -1.9280 -1.8930 -0.7229 0.03 0.08 -0.01 0.370
H -1.8118 -0.7852 0.6700 -0.02 -0.08 -0.24 0.297
H 0.5801 -1.5766 -1.0856 0.12 0.14 0.37 0.334
H 0.3819 0.4963 -2.3280 0.05 -0.20 -0.12 0.340
H -0.8873 1.0458 -1.2406 0.72 0.36 0.07 0.283
H 2.3380 1.0857 -0.5792 -0.58 -0.13 -0.63 0.412
H -0.9454 1.3967 0.7130 0.22 -0.94 0.37 0.207
H -0.1641 1.1676 2.2797 0.38 0.05 0.19 0.377
H 1.4896 -0.7738 1.1766 -0.47 0.58 0.38 0.400
```
Positions in Å, forces in eV/Å.

Computed properties:
HOMO ... -9.38 eV
DFT total energy ... -309.75742 Ha
Relative energy (zero: lowest compared OMol25 entry of this formula, charge and spin) ... 223.0 kJ/mol
Charge ... 0
Max |F| ... 1.04 eV/Å
HOMO-LUMO gap ... 10.48 eV


Entry 4:
Molecular formula: C6H10O
Method: DFT, ωB97M-V with the def2-TZVPD basis set

XYZ file:
```
17
Properties=species:S:1:pos:R:3:forces:R:3:mulliken_charge:R:1
C 0.3823 1.5987 0.0066 0.09 -0.32 -0.06 -0.351
C 1.4359 0.8426 0.2940 0.14 0.04 -0.12 -0.316
C 1.6042 -0.6472 0.0781 -0.37 0.35 0.23 -0.479
O 0.6043 -1.2983 -0.6746 0.08 0.06 -0.03 -0.388
C -0.6450 -1.5014 -0.0544 -0.12 0.13 0.09 -0.473
C -1.4250 -0.2035 0.2369 0.05 0.01 -0.12 -0.619
C -0.9225 1.0413 -0.5140 -0.13 0.10 0.30 -0.629
H 0.4653 2.6833 0.1075 -0.04 -0.29 0.06 0.360
H 2.3601 1.3169 0.6274 -0.17 0.00 0.06 0.350
H 1.7628 -1.1485 1.0511 0.01 0.00 -0.23 0.326
H 2.4978 -0.7444 -0.5298 0.31 -0.25 0.09 0.307
H -0.5495 -2.0789 0.8825 0.16 0.04 -0.25 0.306
H -1.2042 -2.1134 -0.7707 0.13 0.07 0.15 0.311
H -1.4100 0.0059 1.3116 -0.07 0.03 -0.13 0.305
H -2.4602 -0.3972 -0.0624 -0.01 0.15 0.21 0.347
H -0.8086 0.8269 -1.5762 -0.12 -0.04 -0.12 0.287
H -1.6876 1.8174 -0.4137 0.04 -0.08 -0.12 0.358
```
Positions in Å, forces in eV/Å.

Computed properties:
HOMO ... -9.25 eV
DFT total energy ... -309.81553 Ha
Relative energy (zero: lowest compared OMol25 entry of this formula, charge and spin) ... 70.5 kJ/mol
Charge ... 0
Max |F| ... 0.56 eV/Å
SMILES string ... C1=CCOCCC1
HOMO-LUMO gap ... 10.32 eV


Entry 5:
Molecular formula: C6H10O
Method: DFT, ωB97M-V with the def2-TZVPD basis set

XYZ file:
```
17
Properties=species:S:1:pos:R:3:forces:R:3:mulliken_charge:R:1
C -0.9445 2.1775 0.8745 0.08 -0.43 -0.20 0.172
C -0.7366 1.0549 0.4895 -0.07 0.50 0.16 -1.099
C -0.4818 -0.3536 0.1201 0.04 0.12 -0.23 1.412
C -1.5639 -0.8367 -0.8534 -0.05 -0.04 -0.02 -1.659
O -0.4942 -1.1449 1.3109 -0.09 0.04 0.23 -0.560
C 0.9195 -0.5608 -0.4955 -0.02 -0.01 -0.07 -0.694
C 2.0301 0.3604 0.0361 0.04 -0.01 0.00 -1.112
H -1.1062 3.1781 1.2098 -0.01 -0.16 -0.07 0.455
H -2.5561 -0.7904 -0.3927 0.18 0.00 -0.03 0.368
H -1.5699 -0.2143 -1.7547 0.00 -0.10 0.15 0.364
H -1.3563 -1.8731 -1.1395 -0.01 0.14 0.07 0.350
H -1.0805 -0.7243 1.9510 0.02 -0.09 -0.07 0.368
H 1.1516 -1.6109 -0.2825 -0.04 0.17 -0.08 0.385
H 0.8378 -0.4725 -1.5844 0.01 0.04 0.16 0.332
H 2.9025 -0.2089 0.3649 -0.09 0.05 -0.06 0.309
H 1.6866 0.9599 0.8834 0.06 -0.14 -0.07 0.330
H 2.3619 1.0597 -0.7375 -0.05 -0.08 0.13 0.282
```
Positions in Å, forces in eV/Å.

Computed properties:
HOMO ... -10.14 eV
DFT total energy ... -309.78343 Ha
Relative energy (zero: lowest compared OMol25 entry of this formula, charge and spin) ... 154.7 kJ/mol
Charge ... 0
Max |F| ... 0.53 eV/Å
SMILES string ... C#C[C@](C)(O)CC
HOMO-LUMO gap ... 11.12 eV


Entry 6:
Molecular formula: C6H10O
Method: DFT, ωB97M-V with the def2-TZVPD basis set

XYZ file:
```
17
Properties=species:S:1:pos:R:3:forces:R:3:mulliken_charge:R:1
C -2.0222 0.3229 -0.0972 -0.15 0.05 -0.10 -1.263
C -0.7749 0.1543 0.7483 -0.25 -0.17 0.06 0.257
C -0.0551 -1.0868 0.2461 -0.42 -0.24 0.30 -0.619
C 1.4292 -1.0667 0.4522 0.05 -0.03 -0.68 -0.777
C 1.8580 -0.0684 -0.3120 0.52 0.19 -0.02 -0.232
C 1.0575 1.2088 -0.3551 0.21 -0.01 -0.26 -0.311
O 0.0833 1.2887 0.6589 0.14 -0.06 -0.07 -0.396
H -2.6440 -0.5726 0.0116 -0.04 0.17 -0.04 0.352
H -1.7029 0.3789 -1.1437 -0.23 0.09 0.06 0.302
H -2.6128 1.2091 0.1436 0.12 -0.08 0.10 0.326
H -1.0120 0.0812 1.8153 -0.04 -0.09 -0.14 0.307
H -0.1122 -1.0741 -0.8532 -0.64 -0.18 0.30 0.241
H -0.4932 -2.0317 0.5237 -0.45 -0.14 0.60 0.503
H 2.0000 -1.9514 0.7183 -0.09 0.02 -0.42 0.360
H 2.5733 -0.2429 -1.0928 1.45 0.66 0.41 0.359
H 1.7930 1.9896 -0.1199 -0.22 0.06 -0.15 0.317
H 0.6348 1.4609 -1.3442 0.04 -0.22 0.06 0.274
```
Positions in Å, forces in eV/Å.

Computed properties:
HOMO ... -8.46 eV
DFT total energy ... -309.76965 Ha
Relative energy (zero: lowest compared OMol25 entry of this formula, charge and spin) ... 190.9 kJ/mol
Charge ... 0
Max |F| ... 1.64 eV/Å
SMILES string ... C[C@H]1CC=CCO1
HOMO-LUMO gap ... 9.42 eV


Question: Look up the DFT total energy of the fifth one.
Answer: -309.78343 Ha


Question: The highest max |F| belongs to which entry?
Answer: number 1


Question: Look up the relative energy (zero: lowest compared OMol25 entry of this formula, charge and spin) of the third one.
Answer: 223.0 kJ/mol